No. 1
A cluster of 7 separate species, C32H64Cl2NO12 in total in a non-equilibrium geometry, computed with ωB97M-V with the def2-TZVPD basis set.

Each line ends with the Löwdin charge.
Positions of all 111 atoms, in Å:
C1 -0.407 -0.006 -2.774  -0.133
C2 0.172 0.889 -1.485  -0.588
Cl1 -1.103 0.590 -0.118  0.556
C3 1.586 0.343 -0.886  -0.597
Cl2 1.596 0.557 0.958  0.545
C4 2.948 0.969 -1.528  -0.263
C5 2.801 2.426 -2.256  -0.136
C6 2.212 2.396 -3.784  -0.172
C7 2.667 1.083 -4.652  -0.147
C8 3.006 -0.257 -3.770  -0.135
N1 3.707 -0.004 -2.455  0.039
H1 0.171 0.200 -3.771  0.064
H2 -0.442 -1.127 -2.442  0.088
H3 -1.530 0.351 -2.902  0.103
H4 0.109 2.037 -1.696  0.114
H5 1.617 -0.831 -1.099  0.128
H6 3.700 1.136 -0.615  0.156
H7 2.087 3.103 -1.583  0.143
H8 3.866 2.958 -2.188  0.137
H9 1.033 2.485 -3.695  0.115
H10 2.622 3.348 -4.355  0.133
H11 3.527 1.367 -5.428  0.129
H12 1.732 0.800 -5.338  0.131
H13 2.060 -0.973 -3.640  0.143
H14 3.767 -0.898 -4.430  0.144
H15 4.700 0.350 -2.558  0.180
H16 3.788 -0.920 -1.930  0.192
O1 -0.549 -1.050 -7.568  0.074
C9 -1.266 -1.875 -7.009  -0.507
O2 -1.303 -1.945 -5.659  -0.029
C10 -2.249 -2.729 -4.908  -0.230
C11 -1.758 -4.155 -4.744  -0.064
C12 -2.042 -2.880 -7.807  0.009
H17 -3.247 -2.675 -5.349  0.119
H18 -2.321 -2.262 -3.919  0.110
H19 -1.657 -4.659 -5.709  0.071
H20 -2.450 -4.732 -4.123  0.087
H21 -0.769 -4.168 -4.275  0.080
H22 -1.393 -3.731 -8.041  0.103
H23 -2.366 -2.408 -8.741  0.100
H24 -2.945 -3.231 -7.315  0.072
O3 -2.557 4.892 -1.145  0.064
C13 -3.016 4.592 -0.046  -0.501
O4 -3.950 5.374 0.542  -0.004
C14 -4.692 5.013 1.721  -0.223
C15 -3.921 5.376 2.976  -0.063
C16 -2.487 3.407 0.706  -0.039
H25 -4.987 3.962 1.697  0.114
H26 -5.620 5.595 1.692  0.124
H27 -2.978 4.827 3.041  0.057
H28 -4.513 5.155 3.870  0.079
H29 -3.668 6.442 2.976  0.086
H30 -1.589 3.704 1.259  0.095
H31 -2.223 2.626 -0.016  -0.006
H32 -3.207 2.960 1.387  0.070
O5 -1.345 2.471 3.454  0.063
C17 -1.805 2.171 4.553  -0.488
O6 -2.738 2.953 5.141  -0.014
C18 -3.480 2.592 6.320  -0.220
C19 -2.709 2.955 7.575  -0.061
C20 -1.275 0.986 5.305  -0.004
H33 -3.775 1.541 6.296  0.103
H34 -4.408 3.174 6.291  0.125
H35 -1.766 2.407 7.640  0.069
H36 -3.301 2.734 8.469  0.087
H37 -2.457 4.021 7.575  0.087
H38 -0.377 1.283 5.858  0.104
H39 -1.011 0.205 4.584  0.084
H40 -1.995 0.539 5.987  0.067
O7 -0.914 -2.154 6.904  0.078
C21 0.309 -2.137 6.796  -0.495
O8 0.893 -1.542 5.732  -0.024
C22 2.305 -1.290 5.610  -0.226
C23 3.022 -2.501 5.043  -0.066
C24 1.174 -2.852 7.791  0.013
H41 2.731 -0.955 6.559  0.117
H42 2.411 -0.453 4.911  0.122
H43 2.932 -3.367 5.703  0.070
H44 4.085 -2.286 4.896  0.084
H45 2.585 -2.789 4.081  0.083
H46 1.251 -3.908 7.507  0.104
H47 0.705 -2.779 8.778  0.100
H48 2.170 -2.426 7.896  0.072
O9 -6.832 -4.016 5.697  0.084
C25 -5.959 -3.548 4.972  -0.506
O10 -4.854 -2.984 5.508  -0.001
C26 -3.690 -2.591 4.758  -0.215
C27 -3.858 -1.191 4.196  -0.057
C28 -6.141 -3.508 3.483  0.000
H49 -3.449 -3.328 3.988  0.115
H50 -2.852 -2.593 5.463  0.102
H51 -4.695 -1.137 3.495  0.071
H52 -2.949 -0.873 3.676  0.076
H53 -4.072 -0.479 4.999  0.072
H54 -6.720 -2.617 3.216  0.099
H55 -6.696 -4.402 3.176  0.095
H56 -5.209 -3.522 2.924  0.066
O11 6.406 -0.485 -4.250  0.045
C29 6.840 -0.454 -5.398  -0.495
O12 6.410 0.487 -6.268  -0.014
C30 6.996 0.735 -7.559  -0.220
C31 6.401 -0.185 -8.608  -0.061
C32 7.786 -1.512 -5.886  0.016
H57 8.086 0.676 -7.516  0.118
H58 6.752 1.773 -7.814  0.128
H59 6.608 -1.235 -8.386  0.069
H60 6.805 0.047 -9.598  0.090
H61 5.311 -0.076 -8.638  0.086
H62 7.209 -2.382 -6.220  0.106
H63 8.435 -1.809 -5.055  0.100
H64 8.445 -1.180 -6.684  0.077

Values from the calculation:
HOMO = -0.411 Eh
Maximum force = 0.0655 hartree/bohr
LUMO level = -2.62 eV
Total charge = +1
HOMO-LUMO gap = 8.57 eV


No. 2
A cluster of 2 separate species, BrCl2HNP in total in a non-equilibrium geometry, computed with ωB97M-V with the def2-TZVPD basis set.

Each line ends with the Löwdin charge.
Positions of all 6 atoms, in Å:
N1 -0.337 0.079 0.614  -0.258
P1 -1.858 0.172 0.521  -0.025
Cl1 -3.273 2.544 -1.143  -0.347
Cl2 -2.773 0.224 2.269  0.321
Br1 -2.839 -1.611 -0.470  0.281
H1 0.204 -0.364 -0.140  0.028

Values from the calculation:
HOMO = -0.363 Eh
Maximum force = 0.0424 hartree/bohr
LUMO level = -3.77 eV
Total charge = 0
Energy above the lowest of the compared OMol25 structures with the same formula, charge and spin = 2.665 eV
HOMO-LUMO gap = 6.12 eV


No. 3
A structure of composition C24H46BClIN3O7PS2 in a non-equilibrium geometry, computed with ωB97M-V with the def2-TZVPD basis set.

Each line ends with the Löwdin charge.
Positions of all 86 atoms, in Å:
C1 0.211 4.351 2.844  -0.105
C2 1.233 3.513 3.842  -0.253
O1 1.178 2.056 3.689  -0.275
B1 1.610 1.631 2.310  -0.622
O2 2.593 2.547 1.673  -0.017
P1 0.963 -0.025 1.593  0.337
I1 0.118 -0.486 3.917  0.811
C3 1.597 0.372 -0.199  -0.258
C4 3.189 -0.067 -0.445  -0.207
C5 3.474 0.389 -2.033  -0.212
C6 5.040 0.861 -2.166  -0.227
N1 5.469 0.951 -3.646  -0.033
C7 6.567 2.029 -3.685  -0.316
C8 6.176 3.623 -3.995  -0.054
O3 7.878 1.741 -3.489  -0.093
C9 -0.714 0.855 1.337  -0.407
C10 -1.121 1.312 -0.159  -0.279
C11 -2.715 1.818 -0.150  -0.436
S1 -3.669 0.991 -1.585  0.720
C12 -5.442 0.667 -1.077  -0.968
S2 -5.740 -0.810 -0.222  0.565
N2 -6.644 1.538 -1.361  -0.260
C13 -7.374 1.150 -2.627  -0.250
C14 -8.963 1.600 -2.500  -0.117
C15 -6.342 3.016 -1.278  -0.267
C16 -6.451 3.499 0.318  -0.105
C17 0.346 -1.758 1.143  -0.407
C18 -0.900 -2.021 0.211  -0.614
C19 -0.596 -2.365 -1.399  -0.160
Cl1 -1.628 -3.681 0.804  0.433
O4 2.530 -0.670 1.939  -0.412
C20 2.574 -1.509 3.144  -0.344
N3 2.795 -2.694 3.682  0.004
H1 -0.859 3.887 2.754  0.081
H2 0.768 4.523 1.830  0.078
H3 0.074 5.427 3.335  0.078
H4 2.339 3.962 3.840  0.124
H5 0.835 3.741 4.945  0.127
H6 3.395 2.678 2.289  0.126
H7 1.019 -0.181 -1.045  0.071
H8 1.590 1.515 -0.464  0.088
H9 3.952 0.567 0.171  0.107
H10 3.365 -1.220 -0.444  0.106
H11 2.690 1.194 -2.400  0.110
H12 3.288 -0.575 -2.703  0.108
H13 5.703 0.062 -1.592  0.138
H14 5.120 1.928 -1.662  0.134
H15 5.968 0.030 -3.809  0.113
H16 6.930 4.100 -4.777  0.090
H17 5.083 3.650 -4.421  0.079
H18 6.266 4.242 -2.982  0.094
H19 -0.780 1.842 2.008  0.079
H20 -1.563 0.153 1.799  0.051
H21 -0.475 2.227 -0.554  0.118
H22 -1.072 0.487 -0.995  0.064
H23 -3.191 1.492 0.870  0.091
H24 -2.769 2.972 -0.338  0.074
H25 -7.389 -0.042 -2.658  0.116
H26 -6.860 1.508 -3.624  0.125
H27 -9.307 2.138 -3.508  0.080
H28 -9.058 2.402 -1.638  0.068
H29 -9.679 0.697 -2.239  0.081
H30 -5.327 3.348 -1.759  0.100
H31 -7.186 3.645 -1.836  0.121
H32 -7.614 3.453 0.576  0.082
H33 -6.044 4.617 0.324  0.083
H34 -5.843 2.799 1.038  0.077
H35 0.138 -2.339 2.169  0.004
H36 1.290 -2.335 0.689  0.109
H37 -1.837 -1.342 0.215  0.082
H38 0.547 -2.256 -1.630  0.068
H39 -1.254 -1.594 -2.030  0.075
H40 -0.963 -3.429 -1.717  0.049
C21 1.109 -7.517 1.490  -0.017
C22 2.129 -6.427 1.227  -0.343
C23 3.533 -6.828 1.567  -0.114
O5 4.138 -5.593 1.902  0.087
C24 3.136 -4.776 2.346  -0.343
O6 3.312 -3.708 2.904  0.073
O7 1.908 -5.318 2.083  0.113
H41 0.117 -7.194 1.156  0.088
H42 1.367 -8.441 0.964  0.089
H43 1.024 -7.728 2.561  0.095
H44 2.053 -6.078 0.190  0.166
H45 4.047 -7.290 0.719  0.143
H46 3.601 -7.497 2.431  0.142

Values from the calculation:
HOMO = -0.087 Eh
Maximum force = 0.2312 hartree/bohr
LUMO level = 1.25 eV
Total charge = -1
HOMO-LUMO gap = 3.63 eV


No. 4
A structure of composition C16H24N4O8Pm in a non-equilibrium geometry, computed with ωB97M-V with the def2-TZVPD basis set.

Each line ends with the Löwdin charge.
Positions of all 53 atoms, in Å:
Pm1 -1.443 -0.597 0.000  1.826
O1 -2.601 3.124 1.693  0.021
C1 -2.165 1.984 1.566  -0.677
O2 -2.660 1.037 0.907  -0.160
C2 -0.816 1.642 2.302  -0.091
N1 0.230 1.155 1.387  -0.196
C3 1.304 0.546 2.184  -0.166
C4 0.999 -0.913 2.518  -0.160
N2 0.643 -1.711 1.341  -0.214
C5 1.810 -2.066 0.524  -0.144
C6 2.139 -1.055 -0.587  -0.156
N3 0.978 -0.655 -1.387  -0.195
C7 1.308 0.536 -2.184  -0.166
C8 0.060 1.352 -2.519  -0.160
N4 -0.755 1.665 -1.341  -0.215
C9 -0.180 2.740 -0.525  -0.144
C10 0.767 2.258 0.587  -0.156
C11 -2.089 2.043 -1.838  -0.100
C12 -2.749 0.789 -2.530  -0.674
O3 -3.266 0.948 -3.627  0.028
O4 -2.639 -0.284 -1.875  -0.163
C13 0.583 -1.738 -2.302  -0.091
C14 -0.129 -2.934 -1.565  -0.677
O5 0.368 -4.048 -1.693  0.022
O6 -1.148 -2.614 -0.907  -0.160
C15 -0.033 -2.922 1.838  -0.100
C16 -1.386 -2.501 2.530  -0.674
O7 -1.639 -2.979 3.627  0.027
O8 -2.067 -1.665 1.875  -0.163
H1 -0.476 2.536 2.851  0.127
H2 -1.052 0.849 3.017  0.125
H3 2.245 0.576 1.630  0.101
H4 1.463 1.105 3.121  0.132
H5 1.875 -1.347 3.031  0.132
H6 0.156 -0.960 3.213  0.116
H7 2.707 -2.181 1.157  0.131
H8 1.609 -3.029 0.057  0.108
H9 2.571 -0.155 -0.147  0.090
H10 2.919 -1.501 -1.228  0.134
H11 1.995 1.179 -1.631  0.101
H12 1.815 0.253 -3.122  0.132
H13 0.373 2.278 -3.031  0.132
H14 -0.569 0.790 -3.213  0.116
H15 0.372 3.456 -1.158  0.131
H16 -1.003 3.280 -0.057  0.108
H17 1.708 1.927 0.146  0.089
H18 1.004 3.125 1.228  0.134
H19 -2.739 2.324 -1.005  0.114
H20 -2.021 2.876 -2.557  0.130
H21 -0.144 -1.344 -3.016  0.125
H22 1.456 -2.130 -2.851  0.127
H23 -0.294 -3.580 1.005  0.114
H24 0.604 -3.463 2.557  0.130

Values from the calculation:
HOMO (spin up / spin down) = -0.236 / -0.236 Eh
Maximum force = 0.0373 hartree/bohr
LUMO level (spin up / spin down) = 2.27 / 2.27 eV
⟨S²⟩ = 6.00
Total charge = -1
HOMO-LUMO gap (spin up / spin down) = 8.68 / 8.69 eV
Multiplicity = 5


No. 5
A structure of composition C16H14BrCrF in a non-equilibrium geometry, computed with ωB97M-V with the def2-TZVPD basis set.

Each line ends with the Löwdin charge.
Positions of all 33 atoms, in Å:
C1 1.791 0.681 1.208  -0.113
C2 0.908 1.748 1.514  -0.183
C3 -0.081 1.265 2.484  -0.230
H1 1.009 2.756 1.118  0.103
C4 0.183 -0.163 2.655  -0.200
C5 1.314 -0.499 1.849  -0.127
H2 1.854 -1.440 1.850  0.112
H3 2.740 0.766 0.677  0.117
H4 -0.978 1.818 2.778  0.105
H5 -0.411 -0.908 3.167  0.104
Cr1 -0.681 0.317 0.749  0.433
Br1 -1.417 1.931 -0.937  0.135
C6 -0.421 -1.083 -2.502  -0.239
C7 0.211 -1.770 -1.406  -0.219
C8 1.519 -1.258 -1.292  -0.235
H6 -0.251 -2.542 -0.757  0.079
C9 1.647 -0.145 -2.174  -0.203
C10 0.440 -0.051 -2.923  -0.247
H7 0.180 0.756 -3.605  0.064
H8 -1.464 -1.244 -2.809  0.068
H9 2.263 -1.596 -0.556  0.068
H10 2.455 0.598 -2.129  0.068
F1 -6.275 -1.735 1.368  0.003
C11 -4.954 -1.403 1.180  -0.265
C12 -4.335 -1.741 -0.024  -0.006
C13 -3.003 -1.366 -0.193  -0.103
C14 -2.382 -0.733 0.853  -0.281
C15 -2.997 -0.349 2.029  -0.138
C16 -4.323 -0.712 2.215  -0.024
H11 -4.885 -2.255 -0.797  0.108
H12 -2.477 -1.560 -1.109  0.062
H13 -2.456 0.239 2.765  0.076
H14 -4.819 -0.430 3.139  0.107

Values from the calculation:
HOMO (spin up / spin down) = -0.119 / -0.119 Eh
Maximum force = 0.0794 hartree/bohr
LUMO level (spin up / spin down) = 2.26 / 2.64 eV
⟨S²⟩ = 3.87
Total charge = -1
HOMO-LUMO gap (spin up / spin down) = 5.49 / 5.89 eV
Multiplicity = 4


No. 6
A cluster of 9 separate species, C27H57Cl3N9O3 in total in a non-equilibrium geometry, computed with ωB97M-V with the def2-TZVPD basis set.

Each line ends with the Löwdin charge.
Positions of all 99 atoms, in Å:
C1 17.310 6.407 14.299  0.060
C2 16.136 5.586 13.704  -0.332
O1 15.321 4.941 14.359  0.113
N1 16.123 5.204 12.286  0.083
H1 15.176 4.890 12.131  0.164
H2 16.133 5.981 11.642  0.191
C3 17.016 4.006 11.961  0.065
H3 17.484 6.080 15.324  0.101
H4 17.088 7.474 14.278  0.081
H5 18.242 6.260 13.755  0.096
H6 17.007 3.308 12.799  0.098
H7 17.982 4.422 11.677  0.118
H8 16.526 3.559 11.096  0.111
C4 12.390 6.801 15.608  -0.002
C5 12.203 5.697 16.562  -0.338
O2 11.680 4.597 16.261  0.084
N2 12.696 5.896 17.983  0.049
H9 12.732 5.078 18.574  0.012
H10 13.654 6.171 17.816  -0.010
C6 12.045 7.021 18.659  -0.067
H11 11.954 7.780 15.809  0.080
H12 11.897 6.539 14.672  0.095
H13 13.441 6.886 15.334  0.064
H14 12.575 7.906 18.307  0.010
H15 12.192 6.967 19.738  0.105
H16 10.992 7.097 18.387  0.073
C7 15.028 -1.089 13.495  0.058
C8 15.080 0.446 13.071  -0.272
O3 15.964 0.971 12.406  0.120
N3 14.045 1.473 13.601  0.107
H17 13.924 2.243 12.959  0.154
H18 13.121 1.069 13.659  0.172
C9 14.433 2.118 14.973  0.048
H19 14.078 -1.566 13.255  0.096
H20 15.179 -1.298 14.554  0.100
H21 15.875 -1.610 13.047  0.102
H22 14.079 1.424 15.735  0.112
H23 13.843 3.014 15.164  0.082
H24 15.512 2.184 15.114  0.109
C10 18.306 12.277 23.809  -0.056
C11 17.960 10.750 23.655  -0.141
N4 17.081 10.448 22.519  -0.057
C12 17.528 10.524 21.209  0.011
C13 16.441 10.349 20.335  0.037
N5 15.346 10.131 21.208  -0.084
C14 15.809 10.095 22.532  0.036
C15 13.980 9.946 20.816  -0.020
H25 18.901 12.337 24.720  0.081
H26 17.482 12.936 24.085  0.079
H27 18.953 12.672 23.026  0.075
H28 17.595 10.495 24.650  0.129
H29 18.903 10.209 23.582  0.130
H30 18.567 10.707 20.977  0.138
H31 16.270 10.242 19.274  0.087
H32 15.147 10.044 23.384  0.169
H33 13.484 9.212 21.450  0.106
H34 13.975 9.586 19.787  0.055
H35 13.396 10.866 20.806  0.096
C16 15.482 10.554 13.638  -0.055
C17 15.722 10.176 15.147  -0.204
N6 15.394 11.213 16.078  -0.062
C18 15.896 12.486 15.906  0.000
C19 15.237 13.411 16.794  0.010
N7 14.339 12.662 17.507  -0.074
C20 14.438 11.309 17.108  0.036
C21 13.321 13.297 18.435  0.025
H36 16.152 11.289 13.194  0.070
H37 14.488 10.990 13.540  0.088
H38 15.603 9.748 12.914  0.060
H39 16.766 9.937 15.349  0.120
H40 15.134 9.277 15.332  0.076
H41 16.620 12.599 15.112  0.127
H42 15.294 14.485 16.901  0.135
H43 13.837 10.448 17.363  0.075
H44 12.869 14.117 17.877  0.104
H45 13.817 13.625 19.348  0.094
H46 12.533 12.590 18.695  0.041
C22 8.750 6.808 23.782  -0.053
C23 7.333 7.457 23.559  -0.134
N8 7.163 7.844 22.140  -0.055
C24 6.513 8.957 21.699  0.009
C25 6.441 8.873 20.300  0.024
N9 7.144 7.752 19.900  -0.093
C26 7.612 7.130 21.032  0.041
C27 7.315 7.278 18.560  -0.002
H47 8.922 7.047 24.831  0.079
H48 9.535 7.388 23.298  0.076
H49 8.819 5.743 23.558  0.082
H50 7.093 8.283 24.228  0.126
H51 6.526 6.791 23.865  0.130
H52 6.089 9.705 22.352  0.141
H53 5.956 9.484 19.553  0.141
H54 8.055 6.147 21.095  0.162
H55 8.285 6.846 18.315  0.098
H56 7.250 8.105 17.853  0.106
H57 6.436 6.702 18.268  0.112
Cl1 10.926 10.269 17.717  -0.583
Cl2 14.104 3.483 19.939  -0.685
Cl3 15.529 7.560 17.834  -0.355

Values from the calculation:
HOMO = -0.435 Eh
Maximum force = 0.1021 hartree/bohr
LUMO level = -7.63 eV
Total charge = +3
HOMO-LUMO gap = 4.21 eV